[1]
A structure of composition C33H41NP3STm at a distorted geometry, computed with ωB97M-V/def2-TZVPD.

Its net charge is +2. The spin multiplicity is 3. The HOMO-LUMO gap (alpha / beta) is 7.75 / 7.78 eV. As for the electronic energy: -104595.8830 eV. For the HOMO energy (alpha / beta), the calculation gives -13.57 / -13.57 eV. The LUMO energy (alpha / beta) comes out at -5.820 / -5.790 eV. The value obtained for the relative energy (zero: lowest compared OMol25 entry of this formula, charge and spin) is 0.0 kcal/mol.

Cartesian coordinates (Å):
Tm -12.272 4.928 -13.235
C -14.736 5.915 -12.393
C -14.361 5.176 -11.291
C -13.302 5.553 -10.437
C -12.676 6.759 -10.663
C -13.111 7.515 -11.715
C -14.120 7.149 -12.568
H -15.674 5.711 -12.915
H -14.984 4.332 -11.037
H -13.004 4.986 -9.600
H -11.826 7.090 -10.044
H -12.604 8.421 -11.991
H -14.326 7.713 -13.435
C -13.291 7.397 -16.641
P -13.310 5.660 -15.959
C -13.087 4.613 -17.443
C -15.153 5.427 -15.820
C -15.593 3.955 -15.496
P -14.423 3.181 -14.281
C -15.593 2.237 -13.234
C -13.653 1.753 -15.056
H -14.065 7.501 -17.406
H -12.410 7.512 -17.255
H -13.400 8.226 -15.943
H -13.802 4.951 -18.162
H -13.178 3.582 -17.108
H -12.057 4.606 -17.834
H -15.575 5.813 -16.733
H -15.464 6.088 -15.050
H -15.737 3.425 -16.397
H -16.576 3.811 -15.101
H -16.128 1.585 -13.970
H -16.334 2.916 -12.812
H -15.032 1.673 -12.513
H -14.386 1.214 -15.634
H -13.320 1.066 -14.236
H -12.723 1.958 -15.601
S -9.255 1.730 -15.058
C -9.073 3.085 -16.122
C -8.250 3.359 -17.235
C -8.220 4.630 -17.837
C -9.111 5.610 -17.402
C -9.900 5.369 -16.334
C -9.861 4.124 -15.685
N -10.682 3.713 -14.596
C -10.325 2.562 -14.086
C -10.856 2.036 -12.841
C -10.400 0.734 -12.389
C -10.715 0.288 -11.101
C -11.643 1.049 -10.410
C -12.074 2.302 -10.843
C -11.710 2.818 -12.100
H -7.492 2.623 -17.564
H -7.471 4.735 -18.585
H -9.068 6.617 -17.839
H -10.372 6.195 -15.831
H -9.640 0.189 -12.919
H -10.467 -0.595 -10.606
H -11.947 0.737 -9.395
H -12.795 2.837 -10.235
C -9.515 5.282 -10.407
P -9.804 5.770 -12.186
C -8.190 5.046 -12.828
C -9.633 7.584 -12.201
C -9.096 8.381 -11.209
C -8.994 9.728 -11.324
C -9.358 10.337 -12.500
C -9.920 9.521 -13.498
C -9.988 8.165 -13.433
H -10.371 5.477 -9.774
H -8.686 5.776 -9.962
H -9.330 4.199 -10.382
H -7.399 5.555 -12.266
H -8.154 5.280 -13.864
H -8.123 3.972 -12.546
H -8.751 7.858 -10.310
H -8.477 10.313 -10.476
H -9.132 11.339 -12.724
H -10.277 10.097 -14.341
H -10.439 7.633 -14.273

Mulliken population analysis, charges in e, atoms 1 to 6: -0.303, -0.912, -0.273, -0.644, -0.328, -0.368


[2]
A structure of composition C37H39AsN4O9SW, computed with ωB97M-V/def2-TZVPD.

Its net charge is +2. The spin multiplicity is 1. The HOMO-LUMO gap is 5.55 eV. As for the electronic energy: -136873.9046 eV. For the HOMO energy, the calculation gives -13.05 eV. The LUMO energy comes out at -7.493 eV. The value obtained for the relative energy (zero: lowest compared OMol25 entry of this formula, charge and spin) is 14.0 kcal/mol.

Cartesian coordinates (Å):
W -0.141 -1.422 -0.586
C 1.256 -4.320 -0.137
N -0.016 -3.848 -0.735
C -1.081 -4.718 -0.188
C -0.021 -4.118 -2.205
C -1.031 -3.225 -2.830
C -1.755 -3.574 -3.949
C -2.618 -2.645 -4.531
C -2.758 -1.366 -4.002
C -2.058 -1.010 -2.866
C -1.230 -1.961 -2.242
H 1.287 -5.411 -0.188
H 1.303 -4.015 0.906
H 2.095 -3.914 -0.679
H -1.156 -4.606 0.886
H -0.805 -5.749 -0.418
H -2.030 -4.502 -0.668
H -0.238 -5.172 -2.389
H 0.962 -3.911 -2.607
H -1.641 -4.559 -4.385
H -3.179 -2.921 -5.415
H -3.406 -0.642 -4.478
H -2.157 -0.009 -2.479
C -0.253 5.923 1.947
O 0.015 4.536 1.730
C 0.977 3.959 2.496
C 1.742 4.608 3.451
C 2.705 3.893 4.158
C 2.923 2.549 3.906
C 2.166 1.896 2.941
C 1.187 2.596 2.260
N 0.380 2.036 1.222
C -0.137 0.839 1.137
N 0.022 -0.082 2.108
C -0.967 -1.088 2.237
C -1.265 -1.920 1.163
C -2.446 -2.664 1.242
C -3.194 -2.665 2.407
C -2.822 -1.909 3.513
C -1.713 -1.082 3.418
O -1.289 -0.220 4.365
C -2.056 -0.124 5.573
N -0.834 0.390 0.035
C -2.038 1.062 -0.381
C -3.275 0.454 -0.244
C -4.432 1.102 -0.647
C -4.345 2.383 -1.168
C -3.110 3.006 -1.311
C -1.949 2.345 -0.935
O -0.698 2.862 -1.079
C -0.562 4.143 -1.704
H -1.075 6.179 1.287
H 0.620 6.529 1.701
H -0.551 6.099 2.980
H 1.601 5.660 3.648
H 3.299 4.407 4.901
H 3.696 2.007 4.432
H 2.413 0.874 2.679
H 0.104 2.661 0.462
H 0.440 0.242 2.975
H -2.815 -3.223 0.405
H -4.094 -3.264 2.456
H -3.426 -1.925 4.409
H -1.580 0.648 6.166
H -2.034 -1.069 6.116
H -3.084 0.162 5.350
H -3.333 -0.534 0.187
H -5.390 0.611 -0.545
H -5.240 2.915 -1.463
H -3.060 4.005 -1.718
H -1.048 4.919 -1.113
H -0.980 4.120 -2.711
H 0.505 4.332 -1.755
O 3.907 -2.722 -0.259
As 3.275 -1.125 -0.044
O 3.788 -0.444 1.327
O 1.500 -1.518 0.242
C 3.914 -0.276 -1.642
C 5.240 0.096 -1.551
C 5.865 0.585 -2.700
C 5.184 0.698 -3.898
C 3.839 0.345 -3.985
C 3.221 -0.130 -2.848
S 1.542 -0.530 -2.813
O 0.902 -0.325 -4.063
O 1.497 -1.914 -2.228
O 0.993 0.247 -1.643
H 4.389 -2.959 0.550
H 5.779 0.011 -0.617
H 6.906 0.877 -2.647
H 5.695 1.072 -4.774
H 3.281 0.447 -4.906

Mulliken population analysis, charges in e, atoms 1 to 6: 2.161, -1.254, 0.080, -1.632, -1.874, 0.992